# C31H27AsCdClNOSTe4

C31H27AsCdClNOSTe4 as an isolated structure (wB97M-V/def2-TZVPD, the OMol25 dataset).

XYZ file:
```
68
Properties=species:S:1:pos:R:3
Te 0.2977 -4.3118 2.0787
Te -3.2502 -6.9379 1.5376
Te -2.3762 -4.3840 1.4628
Te 0.8326 -3.5300 4.6198
Cd -0.0506 -1.8473 0.5828
As 0.6709 1.4333 0.5858
Cl -2.8406 -3.2051 -2.4942
S 2.5045 -1.4113 1.0764
O -0.2303 -0.7028 3.1066
N -2.1792 -0.9467 1.2294
C -3.7481 0.0803 2.6815
C -0.0317 -6.0310 -2.6020
C -0.4059 1.5797 -4.0437
C -4.6351 0.2453 1.6340
C 3.2650 0.1252 0.7261
C 0.9297 1.5463 -3.6705
C 0.6465 3.7048 2.3440
C -0.1452 -3.2473 -2.0537
C 3.3583 2.5178 0.2808
C 0.5120 5.0227 2.7522
C -1.0348 1.5776 -1.7257
C 0.4817 3.3486 1.0049
C 2.6175 1.3617 0.5345
C 0.1566 4.3423 0.0878
C 1.0616 -3.9699 -2.0070
C 0.3041 1.5540 -1.3404
C 1.1210 -5.3232 -2.2758
C -0.1939 -1.8333 -1.6607
C 1.2836 1.5350 -2.3264
C -1.2375 -5.3543 -2.6608
C 4.6751 0.1350 0.6470
C -3.0389 -0.8046 0.2197
C 0.1903 6.0088 1.8273
C 4.7398 2.4991 0.2096
C -1.3914 1.5976 -3.0655
C -2.5239 -0.5375 2.4474
C 5.3943 1.2838 0.3977
C -1.5567 -0.8502 3.5586
C -1.2761 -3.9939 -2.4033
C 0.0092 5.6639 0.4964
C -4.2795 -0.2139 0.3729
H 5.2937 3.4091 0.0132
H -5.5949 0.7196 1.7986
H -1.0634 -1.3234 -2.0656
H -3.9911 0.4122 3.6829
H 0.0005 -7.0984 -2.7773
H 2.3287 1.4925 -2.0436
H -2.4379 1.6013 -3.3466
H -4.9449 -0.1266 -0.4748
H -0.6798 1.5717 -5.0917
H 0.8867 2.9371 3.0726
H -1.7748 -0.2041 4.4185
H -1.8102 1.5614 -0.9653
H 0.0227 4.0877 -0.9570
H 2.0719 -5.8380 -2.2025
H 0.0801 7.0390 2.1444
H -0.2435 6.4254 -0.2324
H -1.7284 -1.8852 3.8844
H 1.9557 -3.4350 -1.7029
H 0.3062 -1.3774 3.5904
H 1.7035 1.5130 -4.4283
H 0.6526 5.2804 3.7953
H 6.4769 1.2346 0.3486
H 0.7124 -1.2987 -1.9450
H 2.8364 3.4566 0.1340
H 5.1883 -0.8077 0.7916
H -2.7136 -1.1984 -0.7358
H -2.1603 -5.8753 -2.8784
```

Properties
Kohn-Sham gap in eV: 4.8
Charge: -2
E_LUMO in Eh: 0.144
HOMO level in eV: -0.9
E_tot in a.u.: -5661.591469